# C4H9NOS

3 unconnected molecules or ions with the total composition C4H9NOS in a non-equilibrium geometry (ωB97M-V/def2-TZVPD, the OMol25 dataset).

Each line ends with the Löwdin charge.
Geometry (Å):
O -0.0657 -2.6837 0.4848  -0.0103
C 0.0504 -1.6974 1.3048  -0.2303
C -0.4928 -0.4233 1.1236  -0.0083
C -0.2868 -0.8199 -1.9399  -0.0790
C 0.7969 -0.0004 -1.9555  -0.0879
S 0.7376 3.2156 0.1903  0.2404
N -0.2069 0.6924 2.1533  0.0523
H 0.6781 -1.8214 2.2376  0.1394
H -1.2791 -0.1929 0.4016  0.1083
H -1.0683 -0.8902 -2.7773  0.0819
H -0.3619 -1.5330 -1.0606  0.0124
H 1.6744 0.0584 -1.2592  0.0600
H 1.0501 0.6359 -2.8435  0.0562
H -0.3775 2.9644 -0.4453  -0.3549
H -1.0857 0.9122 2.5702  0.0639
H 0.2371 1.5832 1.8152  -0.0441

Forces on atoms 1 to 3 (eV/Å):
O -0.079 3.168 2.829
C 2.113 -4.090 -1.309
C -0.693 5.163 2.545

For the energy relative to the best compared isomer or geometry (same formula, charge and spin), the calculation gives 182.6 kcal per mole. As for the HOMO-LUMO gap: 4.00 eV. The calculation puts the HOMO energy at -8.38 eV.

***

# C21H21NO6

C21H21NO6 in the gas phase in a non-equilibrium geometry (ωB97M-V/def2-TZVPD, the OMol25 dataset).

Each line ends with the Löwdin charge.
Geometry (Å):
C 0.9044 4.4736 3.2055  -0.0819
O 1.4723 4.2187 1.9448  -0.0669
C 1.3347 2.9798 1.4011  -0.1864
C 0.6530 1.9305 1.9886  0.0081
C 0.5444 0.6993 1.3474  -0.0153
C 1.1517 0.5496 0.1305  -0.1173
C 1.8903 1.5799 -0.4769  0.0166
C 1.9635 2.8345 0.1302  -0.1225
O 2.5454 3.9627 -0.3041  -0.0360
C 2.9117 4.1206 -1.6590  -0.0481
C 2.5064 0.9862 -1.6867  -0.4197
O 3.3051 1.4312 -2.4676  0.1140
O 2.0676 -0.2875 -1.8079  0.0667
C 1.1858 -0.6519 -0.7581  -0.1744
C -0.2119 -1.0548 -1.3278  -0.1837
C -0.8123 -2.1248 -0.4467  -0.1255
C -0.1738 -3.3717 -0.4247  0.0630
C -0.6935 -4.3413 0.3905  -0.1928
C -1.8295 -4.1108 1.1688  -0.1937
C -2.4800 -2.9036 1.1345  0.0632
C -1.9547 -1.9018 0.3110  -0.1749
C -2.6487 -0.5801 0.1707  -0.1156
C -2.4414 -0.0763 -1.2508  -0.1860
N -1.0289 0.1411 -1.4826  -0.1659
C -0.8011 0.8039 -2.7496  -0.0581
O -2.1326 -5.2465 1.8730  0.0365
C -1.1594 -6.2021 1.5054  -0.1579
O -0.2575 -5.6245 0.5869  0.0375
H 1.1445 5.5121 3.4283  0.0950
H 1.3346 3.8316 3.9820  0.0972
H -0.1837 4.3506 3.1886  0.0961
H 0.1844 2.0602 2.9509  0.1063
H 0.0055 -0.1156 1.8028  0.1167
H 2.0876 3.8487 -2.3234  0.1025
H 3.7862 3.5235 -1.9173  0.0864
H 3.1408 5.1799 -1.7704  0.0960
H 1.6240 -1.5211 -0.2533  0.1609
H -0.0066 -1.5160 -2.3110  0.1624
H 0.6881 -3.5734 -1.0382  0.1357
H -3.3699 -2.7318 1.7183  0.1269
H -2.2230 0.1520 0.8605  0.1119
H -3.7129 -0.6803 0.3865  0.1185
H -2.9463 0.8829 -1.3874  0.1225
H -2.8742 -0.7996 -1.9662  0.1348
H -1.1888 0.2245 -3.6030  0.0966
H -1.3007 1.7719 -2.7290  0.0916
H 0.2605 0.9720 -2.9050  0.0791
H -1.6506 -7.0717 1.0389  0.1401
H -0.6106 -6.5344 2.4009  0.1398

Forces on atoms 1 to 3 (eV/Å):
C -0.083 0.005 0.156
O 0.095 -0.112 -0.234
C 0.130 0.118 -0.192

For the energy relative to the best compared isomer or geometry (same formula, charge and spin), the calculation gives 69.0 kcal per mole. As for the HOMO-LUMO gap: 8.73 eV. The calculation puts the HOMO energy at -8.06 eV. Its SMILES is COc1ccc2c(c1OC)C(=O)O[C@@H]2[C@H]1c2cc3c(cc2CCN1C)OCO3.

***

# C6H6O

C6H6O in the gas phase (ωB97M-V/def2-TZVPD, the OMol25 dataset).

Each line ends with the Löwdin charge.
Geometry (Å):
C -1.1353 1.5952 -1.4814  0.1168
C -0.7248 0.6237 -0.9042  -0.1731
C -0.6036 -0.7516 -0.4283  -0.1438
C 0.4125 -1.0764 0.7041  -0.3945
O -0.1941 -1.1276 1.9783  -0.0220
C 1.4370 -0.0284 0.5973  -0.0777
C 1.7984 1.0613 0.2284  0.1253
H -1.6394 2.3670 -2.0081  0.0254
H -1.6024 -1.0125 -0.0720  0.1269
H -0.3877 -1.3526 -1.3176  0.1279
H 0.8026 -2.0843 0.5330  0.1433
H -0.2787 -0.2207 2.3002  0.1015
H 2.0861 2.0199 -0.1348  0.0440

Forces on atoms 1 to 3 (eV/Å):
C -0.026 -0.331 0.201
C -0.734 0.212 -0.403
C -0.168 -0.202 -0.061

For the energy relative to the best compared isomer or geometry (same formula, charge and spin), the calculation gives 102.3 kcal per mole. As for the HOMO-LUMO gap: 10.81 eV. The calculation puts the HOMO energy at -9.91 eV. Its SMILES is C#CC[C@H](O)C#C.

***

# C6H10N

A gas-phase ion, C6H10N (charge +1) in a non-equilibrium geometry (ωB97M-V/def2-TZVPD, the OMol25 dataset).

Each line ends with the Löwdin charge.
Geometry (Å):
C 2.3195 -1.0745 0.0699  0.0912
C 1.3789 -0.2983 0.6907  -0.0591
C 0.0476 0.1556 -0.0192  -0.3717
C 0.0685 1.6495 -0.0219  -0.0383
C -0.6930 -0.5019 -1.1218  -0.0340
N -1.3392 -0.3860 0.1328  -0.0020
C -2.3002 -0.9813 0.7127  0.2092
H 3.2187 -1.0431 0.6216  0.0643
H 2.1411 -1.3483 -0.9221  0.0537
H 1.4658 0.2342 1.6559  0.1180
H -0.7509 2.0658 -0.7259  0.1204
H 1.0212 2.1170 -0.6214  0.1643
H 0.2535 2.1325 0.8937  0.0637
H -1.0109 0.2158 -1.9653  0.1692
H -0.3693 -1.5061 -1.5642  0.1683
H -2.8786 -1.7230 0.0226  0.1618
H -2.6508 -0.9636 1.7429  0.1209

Forces on atoms 1 to 3 (eV/Å):
C -2.763 3.313 2.637
C -1.229 -1.157 -1.098
C 2.248 0.995 0.844

As for the total charge: +1. For the energy relative to the best compared isomer or geometry (same formula, charge and spin), the calculation gives 67.0 kcal per mole. As for the HOMO-LUMO gap: 9.19 eV. The calculation puts the HOMO energy at -14.22 eV. Its SMILES is C=C[C@@]1(C)C[N+]1=C.